No. 1
A cluster of 2 separate species, C2H4Cl2O in total at a distorted geometry. Source: the Open Molecules 2025 dataset; level of theory: wB97M-V/def2-TZVPD.

```
9
Properties=species:S:1:pos:R:3
C 0.7444 -0.9338 -0.2280
C -1.3989 0.6867 0.6789
O -0.5908 1.1473 1.6214
Cl 1.7530 -0.5020 1.0983
Cl -2.7199 -0.4919 0.9509
H 0.3996 -1.9767 -0.5085
H 0.7198 -0.0263 -0.8872
H -1.6347 1.3059 -0.0988
H -0.4755 0.5644 2.3316
```

Summary:
energy relative to the best compared isomer or geometry (same formula, charge and spin)	90.1	kcal per mole
spin multiplicity	1
frontier orbital gap (alpha / beta)	9.075 / 7.843	eV
HOMO (alpha / beta)	-8.3282 / -7.6561	eV

=====

No. 2
A cluster of 2 separate species, C2H4Cl2O in total at a distorted geometry. Source: the Open Molecules 2025 dataset; level of theory: wB97M-V/def2-TZVPD.

```
9
Properties=species:S:1:pos:R:3
C -1.5388 0.1554 -0.9245
C 1.7526 0.7410 -0.2887
O 2.6363 1.6367 -0.4267
Cl -1.0274 -0.0636 0.7567
Cl 2.0621 -0.3914 0.9849
H -1.1963 -0.8062 -1.3797
H -0.9047 0.9488 -1.3402
H -2.6601 0.1897 -1.0781
H 3.3576 1.8832 0.2054
```

Summary:
energy relative to the best compared isomer or geometry (same formula, charge and spin)	16.4	kcal per mole
expectation value of S²	2.0051
spin multiplicity	3
frontier orbital gap (alpha / beta)	7.706 / 8.564	eV
HOMO (alpha / beta)	-7.0284 / -10.2503	eV

=====

No. 3
A structure of composition C2H4Cl2O3S2 at a distorted geometry. Source: the Open Molecules 2025 dataset; level of theory: wB97M-V/def2-TZVPD.

```
13
Properties=species:S:1:pos:R:3
C -1.0942 -0.0396 0.0100
C 1.0171 0.2038 -0.7231
O 0.5299 0.1183 -3.1756
O 3.0020 -1.1482 -1.8935
O 1.8207 0.7789 0.1736
S 0.7360 1.2193 -2.1996
S 1.6186 -1.3960 -1.6579
Cl 2.6719 1.7278 -2.6005
Cl 1.6149 -2.4373 0.1051
H -0.8135 -1.0996 0.4377
H -1.4710 0.0638 -0.9249
H -0.9893 0.8987 0.6571
H 2.8424 0.8126 -0.0330
```

Summary:
energy relative to the best compared isomer or geometry (same formula, charge and spin)	40.7	kcal per mole
spin multiplicity	1
frontier orbital gap (alpha / beta)	8.660 / 8.659	eV
HOMO (alpha / beta)	-9.2503 / -9.2502	eV

=====

No. 4
The molecule C2H4Cl2OS at a distorted geometry. Source: the Open Molecules 2025 dataset; level of theory: wB97M-V/def2-TZVPD.

```
10
Properties=species:S:1:pos:R:3
C 0.0890 0.8600 -1.0904
C 0.2282 -1.1158 0.8745
H -0.3574 1.8487 -1.1672
H 0.5170 0.7039 -0.1033
H -0.7866 0.2943 2.3952
H 0.1475 -1.6389 -0.0949
O 1.1856 -1.1906 1.5941
S -1.2317 -0.1635 1.2153
Cl 1.3906 0.7449 -2.2813
Cl -1.1820 -0.3430 -1.3421
```

Summary:
energy relative to the best compared isomer or geometry (same formula, charge and spin)	14.5	kcal per mole
spin multiplicity	1
frontier orbital gap	10.517	eV
HOMO	-9.9330	eV